[1]
Below is a single C4H7ClN2O molecule in a non-equilibrium geometry, with properties calculated with ωB97M-V/def2-TZVPD.

The geometry in XYZ format:
```
15
Properties=species:S:1:pos:R:3:forces:R:3:nbo_charge:R:1
C -0.92419 -1.21259 -0.75981 -0.3 0.0 -0.1 0.044
C 0.54021 -1.19189 -0.43366 -1.0 1.0 -0.2 -0.342
C 1.33815 -0.16558 -0.17138 0.8 0.8 0.4 0.050
C 1.03816 1.33764 -0.13749 0.1 -0.9 0.0 -0.123
H -0.82038 -0.36784 1.59270 -0.5 0.5 -0.6 0.357
H -2.41596 0.10302 1.62784 0.6 0.0 -0.6 0.376
H -1.21634 -1.75328 -1.68749 0.2 0.3 0.9 0.204
H 0.97936 -2.14582 -0.49456 0.6 -1.1 0.0 0.234
H 1.81663 1.88137 -0.63876 0.6 0.0 -0.5 0.204
H 1.08677 1.71878 0.88837 -0.2 -0.2 0.2 0.183
H -0.83560 1.37329 -0.15737 -0.9 -0.1 0.4 0.488
N -1.58333 0.05640 1.01768 0.0 -0.8 1.5 -0.692
N -1.90264 -0.76355 -0.06556 0.5 0.0 -0.8 -0.236
O -0.15685 1.61539 -0.78169 0.3 0.6 -0.5 -0.711
Cl 3.05602 -0.48535 0.20118 -0.8 0.1 -0.2 -0.038
```
Forces are in eV/Å.

Values from the calculation:
Multiplicity = 1
Energy relative to the best compared isomer or geometry (same formula, charge and spin) = 1.888 eV
Kohn-Sham gap = 10.054 eV
SMILES = N/N=C\C=C(\Cl)CO
Lowest unoccupied orbital energy = 0.0237 Ha
HOMO level = -9.41 eV
Electronic energy = -801.49355 hartree

=====

[2]
Below is a single C4H7ClN2S molecule in a non-equilibrium geometry, with properties calculated with ωB97M-V/def2-TZVPD.

The geometry in XYZ format:
```
15
Properties=species:S:1:pos:R:3:forces:R:3:nbo_charge:R:1
C -1.68046 0.26998 -1.12760 -1.9 -1.9 -0.4 -0.449
C 0.63475 -1.67503 -0.03450 0.1 -1.2 0.7 -0.061
C 0.70639 0.69334 0.56198 0.2 0.5 1.9 -0.084
C 1.18263 0.68145 1.83624 -0.2 0.9 -2.2 -0.223
H -2.03219 -0.56733 -0.43952 0.1 1.2 -0.8 0.210
H -1.79970 1.22032 -0.56206 0.2 -0.4 -0.6 0.193
H -2.38124 0.19441 -2.07969 1.7 0.5 1.9 0.223
H 0.17110 0.68972 -1.92432 -0.6 -1.8 0.8 0.354
H 0.21847 -2.23882 -0.87510 0.4 -0.2 0.3 0.217
H 0.45595 1.65528 0.14706 0.1 0.1 -0.4 0.211
H 1.45628 -0.20897 2.31438 0.3 -0.7 0.9 0.248
N -0.30360 -0.15375 -1.45425 0.1 3.0 -1.1 -0.428
N 0.38253 -0.39347 -0.25030 0.4 0.6 0.0 -0.264
S 1.34062 -2.35182 1.29718 -0.3 -0.1 -0.7 -0.138
Cl 1.64847 2.18468 2.59049 -0.3 -0.4 -0.1 -0.009
```
Forces are in eV/Å.

Values from the calculation:
Multiplicity = 1
Energy relative to the best compared isomer or geometry (same formula, charge and spin) = 2.239 eV
Kohn-Sham gap = 8.803 eV
SMILES = CNN(C=S)/C=C/Cl
Lowest unoccupied orbital energy = 0.0099 Ha
HOMO level = -8.53 eV
Electronic energy = -1124.42081 hartree

=====

[3]
Below is a single C4H7ClN2S molecule in a non-equilibrium geometry, with properties calculated with ωB97M-V/def2-TZVPD.

The geometry in XYZ format:
```
15
Properties=species:S:1:pos:R:3:forces:R:3:nbo_charge:R:1
C 3.21831 -1.22601 -0.06494 5.5 -1.0 1.2 -0.836
C 0.06247 1.25892 -0.32755 0.7 -1.7 1.0 0.249
C -2.29165 0.89960 0.22937 3.0 0.7 0.3 -0.022
C -3.34275 0.15998 -0.00998 -0.6 -1.1 0.8 -0.256
H 4.05023 -0.87640 -0.93322 -3.2 -0.9 1.7 0.268
H 3.13736 -2.40774 -0.04589 0.5 2.4 -0.2 0.247
H 4.04456 -0.96507 0.94674 -3.0 -0.6 -2.6 0.211
H -0.18431 2.35770 -0.42057 0.2 -1.5 -0.3 0.198
H -0.60554 -0.56895 0.29900 -1.2 0.0 0.0 0.424
H -2.37048 2.02878 0.51738 0.1 -2.4 -0.7 0.227
H -4.27737 0.56552 0.28004 -1.0 0.0 -0.3 0.218
N 1.27703 0.82320 -0.49195 -0.6 0.1 0.8 -0.599
N -0.94244 0.37483 0.14802 -0.5 3.6 -0.6 -0.656
S 1.50740 -0.82833 0.09807 0.1 1.3 -1.0 0.352
Cl -3.28282 -1.59604 -0.22453 0.0 1.1 -0.1 -0.026
```
Forces are in eV/Å.

Values from the calculation:
Multiplicity = 1
Energy relative to the best compared isomer or geometry (same formula, charge and spin) = 3.167 eV
Kohn-Sham gap = 9.027 eV
SMILES = CS/N=C\N/C=C\Cl
Lowest unoccupied orbital energy = 0.0292 Ha
HOMO level = -8.23 eV
Electronic energy = -1124.38668 hartree